ORCA calculation (wB97M-V/def2-TZVPD) on a cluster of 5 separate species, H10O5 in total.

Properties
HOMO = -0.4164 hartree
Frontier orbital gap = 11.62 eV
Electronic energy = -382.17305 Eh
SMILES = O.O.O.O.O
Energy relative to the best compared isomer or geometry (same formula, charge and spin) = 32.1 kcal/mol

Atoms and positions in Å:
O (-0.47, -0.31, 0.57)
O (-1.18, -4.32, 1.63)
O (-1.61, -2.05, -4.11)
O (1.50, 1.77, 3.44)
O (1.10, 4.35, -1.63)
H (2.26, 2.07, 2.94)
H (1.73, 4.31, -2.34)
H (-0.32, 0.18, 1.38)
H (-2.14, -2.82, -3.90)
H (-1.04, -3.51, 1.14)
H (-0.90, -2.07, -3.47)
H (-1.88, -4.77, 1.16)
H (1.62, 4.52, -0.85)
H (-0.11, 0.25, -0.12)
H (1.43, 2.40, 4.16)

natural (NBO) atomic charges, in units of e:
1. O -0.948
2. O -0.938
3. O -0.934
4. O -0.939
5. O -0.934
6. H 0.468
7. H 0.468
8. H 0.478
9. H 0.467
10. H 0.474
11. H 0.467
12. H 0.464
13. H 0.465
14. H 0.469
15. H 0.471